{"formula": "C25H43Cl2F5N3O4PrSi", "method": "ωB97M-V/def2-TZVPD", "homo_lumo_gap_ev": 6.761, "multiplicity": 3, "largest_force_ev_per_a": 3.4, "symbols": ["C", "C", "H", "H", "H", "C", "C", "H", "H", "H", "H", "Pr", "Cl", "C", "O", "N", "C", "C", "H", "H", "H", "H", "H", "H", "H", "H", "H", "C", "C", "N", "H", "C", "O", "H", "H", "H", "H", "H", "H", "C", "C", "N", "H", "C", "O", "H", "H", "H", "H", "O", "C", "C", "C", "H", "C", "H", "C", "H", "C", "C", "H", "H", "H", "Si", "Cl", "C", "C", "C", "H", "H", "H", "H", "H", "H", "H", "H", "H", "F", "C", "F", "C", "F", "F", "F"], "xyz": [[3.0543, -2.5042, -2.3800], [2.4556, -1.7654, -3.5361], [2.7290, -3.5551, -2.4274], [2.7787, -2.0501, -1.4243], [4.1514, -2.5033, -2.4638], [2.5142, -2.3047, -4.7718], [3.0772, -3.6505, -5.0811], [2.1817, -1.7598, -5.6542], [2.6426, -4.4305, -4.4499], [4.1597, -3.6825, -4.9441], [2.8994, -3.9148, -6.1255], [0.3403, 0.2120, 2.1375], [1.7390, 1.6389, 0.4583], [-0.6554, 3.1600, 1.7519], [-1.1157, 2.0398, 2.1559], [-1.3466, 3.9954, 0.9958], [-2.7333, 3.6743, 0.6501], [-0.6727, 5.0707, 0.2709], [0.3667, 3.4559, 2.0209], [-3.2319, 3.2268, 1.5220], [-2.7563, 2.9427, -0.1724], [-3.2557, 4.5767, 0.3212], [0.1952, 5.4355, 0.8408], [-1.3785, 5.8834, 0.0785], [-0.2959, 4.6805, -0.6857], [-3.0262, 1.9393, 5.8766], [-1.6386, 1.4509, 7.9768], [-2.8239, 0.9187, 5.5277], [-1.5671, 0.4184, 7.6195], [-1.6116, 0.4153, 6.1735], [-2.7371, 0.8984, 4.4316], [-0.5812, -0.0273, 5.4786], [-0.6078, 0.0087, 4.2192], [-0.6235, -0.0445, 7.9358], [0.2972, -0.4115, 6.0261], [-3.6831, 0.3196, 5.8576], [-2.4236, -0.1442, 8.0012], [-0.3679, -5.6949, 3.3886], [-0.2674, -3.9247, 0.3963], [-1.3586, -5.4515, 2.9841], [-1.2244, -4.3260, 0.7592], [-1.3219, -4.2137, 2.2118], [-2.0637, -5.3333, 3.8088], [-1.1683, -3.0188, 2.7880], [-0.8466, -1.9749, 2.1418], [-2.0461, -3.7796, 0.2646], [-1.3274, -3.0043, 3.8749], [-1.6654, -6.2628, 2.3155], [-1.2888, -5.3880, 0.5007], [1.3510, -0.0609, -2.0772], [2.0857, -0.2933, -3.2735], [0.5069, -0.1474, -5.3405], [1.4727, 0.4193, -4.5036], [0.1474, -1.1531, -5.1039], [-0.0229, 0.6120, -6.4020], [3.0981, 0.1676, -3.1526], [1.9950, 1.6921, -4.7685], [-0.8262, 0.1684, -6.9997], [0.5113, 1.8764, -6.6651], [1.5191, 2.4313, -5.8494], [2.7101, 2.1040, -4.0544], [0.1596, 2.4043, -7.5538], [1.9315, 3.4267, -6.0536], [-0.4661, -0.2964, -1.7332], [0.1004, -2.4013, -1.5795], [-1.6810, -1.0136, -3.0540], [-0.5733, 1.6144, -2.1546], [-1.7452, -0.1944, -0.2636], [-1.6401, -0.5089, -4.0196], [-2.6857, -0.9167, -2.6323], [-1.5236, -2.0941, -3.2128], [-1.8114, -1.0855, 0.3589], [-2.7475, -0.0654, -0.6677], [-1.6416, 0.6829, 0.3787], [-0.3814, 1.7939, -3.2207], [0.2117, 2.1564, -1.6176], [-1.5227, 2.1120, -1.9206], [2.4660, 0.5490, 4.7205], [2.0325, 1.5975, 3.9089], [1.1213, 2.3253, 4.6490], [3.2244, 2.4870, 3.6185], [3.8394, 2.9028, 4.7556], [4.1340, 1.8588, 2.8497], [2.7805, 3.6078, 2.9883]], "atomic_forces_ev_per_a": [[0.1923, -0.2922, 0.0899], [0.1132, 0.2200, -1.1033], [0.1130, 0.3216, 0.3425], [-0.0017, -0.1968, -0.2376], [-0.1034, 0.0126, -0.0112], [-0.1770, 0.6137, 0.4854], [0.0861, -0.3556, -0.0870], [0.0638, 0.0475, 0.4122], [0.0555, -0.0409, -0.0360], [0.1185, -0.0271, 0.1378], [-0.0866, -0.0401, 0.0802], [0.8787, 0.6185, -0.7015], [-0.0973, -0.2745, 0.3055], [-0.2236, -0.4795, -0.0142], [0.2463, 1.3460, -0.0642], [-0.0813, -0.2765, 0.3961], [-0.0182, -0.5107, -0.2245], [0.4365, -0.0416, -0.1619], [-0.2462, 0.0632, -0.1484], [0.1804, 0.2411, -0.3176], [0.0002, 0.2025, 0.2162], [0.1876, -0.1023, 0.2009], [-0.4054, -0.1111, -0.1037], [0.1792, -0.1246, 0.1601], [-0.1891, 0.1214, 0.1711], [0.2293, -0.1143, -0.1880], [0.1360, -0.1924, 0.0915], [-0.2426, 0.1328, 0.0849], [-0.0798, 0.0255, 0.0859], [0.1949, -0.2134, -0.0545], [0.0980, 0.0008, 0.5715], [-0.3900, 0.5279, -1.4539], [0.2590, -0.6729, 1.6648], [-0.3654, 0.2252, 0.1139], [-0.3644, 0.2422, -0.1496], [0.2304, -0.0508, -0.1672], [0.1780, -0.0010, 0.1166], [-0.1850, 0.0266, -0.1117], [-0.4313, -0.0379, 0.0412], [-0.0436, 0.1516, 0.2813], [0.2131, 0.0191, -0.5081], [0.1207, 0.7571, 0.1571], [0.0268, -0.2545, -0.0216], [0.5613, 0.3048, -1.2718], [-0.3938, -1.5723, 1.1821], [0.4688, -0.1471, 0.2333], [0.0896, 0.0786, -0.0754], [-0.0836, 0.2525, 0.3807], [-0.0161, 0.3233, -0.0117], [-0.7354, -0.2984, -0.2329], [-0.3433, -0.4149, -0.2333], [-0.2370, 0.6762, 0.2278], [0.7858, -0.2178, 0.3511], [0.0289, 0.4684, -0.2363], [0.5745, -0.4360, 0.6159], [-0.6563, 0.0013, 0.3153], [-0.7475, -0.0400, -0.1193], [0.3667, 0.3586, 0.0348], [0.1114, 0.0523, -0.1070], [-0.2544, -0.2984, -0.2017], [-0.0586, -0.0343, -0.3459], [0.0612, 0.0667, 0.3590], [-0.2533, -0.4271, -0.0170], [0.2984, 1.5467, -2.9686], [0.6436, -1.6379, 1.8094], [-0.1411, 0.0368, -0.3972], [-0.1148, 0.1706, 0.1952], [0.7992, -0.3992, 0.8976], [-0.2499, 0.1432, 0.0671], [-0.1162, 0.1570, -0.2176], [-0.1455, 0.6766, -0.1668], [0.0123, -0.0595, 0.0316], [0.1239, 0.0823, -0.4902], [0.1117, 0.1663, 0.1046], [-0.0584, -0.1880, 0.1364], [-0.0720, -0.0762, -0.0185], [-0.2484, -0.1099, 0.0141], [0.2914, 0.0072, 0.7232], [-1.1557, -1.3465, -2.3170], [0.0996, 0.4836, 0.8561], [-0.4121, 0.1120, 0.3426], [0.2162, -0.0009, -0.3582], [-0.4173, 0.5054, 0.4635], [0.4603, -0.4721, 0.1045]], "lowdin_charge": [-0.12, -0.27, 0.06, 0.05, 0.09, -0.13, -0.11, 0.09, 0.07, 0.07, 0.06, 1.03, 0.21, -0.29, -0.20, -0.14, -0.01, -0.01, 0.12, 0.10, 0.09, 0.09, 0.10, 0.09, 0.10, 0.10, 0.10, 0.00, -0.03, -0.16, 0.10, -0.21, -0.20, 0.10, 0.17, 0.10, 0.10, 0.10, 0.03, -0.03, -0.05, -0.16, 0.09, -0.22, -0.17, 0.10, 0.15, 0.09, 0.09, -0.35, -0.31, -0.08, -0.18, 0.11, -0.08, 0.15, -0.04, 0.10, -0.10, -0.09, 0.12, 0.09, 0.10, 0.14, 0.43, -0.25, -0.18, -0.21, 0.00, 0.01, -0.02, -0.01, 0.04, -0.02, 0.02, -0.03, 0.00, -0.02, -0.41, -0.01, -0.59, 0.12, 0.13, 0.10]}

{"formula": "C4H9NP", "method": "ωB97M-V/def2-TZVPD", "homo_lumo_gap_ev": 9.632, "multiplicity": 1, "largest_force_ev_per_a": 2.1, "e_above_lowest_kcal_mol": 51.0, "smiles": "[H]/P=C/C[C@H]1C[NH2+]1", "charge": 1, "symbols": ["H", "P", "C", "C", "C", "C", "N", "H", "H", "H", "H", "H", "H", "H", "H"], "xyz": [[-3.3670, -0.4969, 0.6579], [-2.1948, -0.5754, -0.1713], [-1.4567, 0.8578, 0.2286], [-0.1307, 1.2715, -0.3306], [1.0474, 0.3259, -0.1830], [1.1532, -0.8093, 0.8265], [0.9015, -1.0532, -0.6212], [-1.8876, 1.2584, 1.1511], [0.2615, 2.2961, -0.1459], [-0.3358, 1.2655, -1.3715], [1.9919, 0.8077, -0.6374], [2.1866, -1.0524, 1.2419], [0.3036, -1.2173, 1.3710], [1.5640, -1.4905, -1.2503], [-0.0371, -1.3879, -0.7657]], "atomic_forces_ev_per_a": [[0.6149, -0.0616, -0.1191], [-0.8073, -0.0565, -0.5342], [-0.0488, -0.7816, 1.9262], [0.1784, 0.4072, -0.1190], [0.9029, 0.9226, 0.4326], [2.0640, 0.2989, -0.1981], [0.5614, -0.9663, -0.3524], [0.3373, 0.8412, -0.5344], [-0.6710, -0.6708, 0.4345], [0.1563, 0.2917, -1.4060], [-1.3312, -1.0859, 1.2772], [-1.6177, 0.1593, -0.8664], [0.1436, 0.7777, 0.2331], [0.3204, 0.0804, 0.1106], [-0.8032, -0.1561, -0.2847]], "lowdin_charge": [-0.09, 0.89, -0.47, -0.23, -0.21, 0.01, 0.09, 0.06, 0.14, 0.10, 0.20, 0.16, 0.11, 0.19, 0.05]}

{"formula": "C44H37N4O", "method": "ωB97M-V/def2-TZVPD", "homo_lumo_gap_ev": 6.973, "multiplicity": 1, "largest_force_ev_per_a": 2.4, "e_above_lowest_kcal_mol": 0.0, "charge": 1, "symbols": ["C", "C", "C", "C", "N", "C", "C", "C", "C", "C", "C", "C", "C", "C", "C", "C", "C", "C", "C", "C", "N", "C", "C", "C", "C", "C", "C", "C", "C", "C", "C", "C", "C", "C", "C", "C", "C", "C", "C", "H", "H", "H", "H", "H", "H", "H", "H", "H", "H", "H", "H", "H", "H", "H", "H", "H", "H", "H", "H", "H", "H", "H", "H", "H", "H", "H", "H", "H", "C", "C", "O", "N", "C", "C", "C", "N", "C", "C", "H", "H", "H", "H", "H", "H", "H", "H"], "xyz": [[-6.4614, 3.1590, -4.1783], [-6.7416, 3.3059, -2.8139], [-6.1454, 2.4528, -1.8926], [-5.2584, 1.4677, -2.3422], [-4.7758, 0.5268, -1.3928], [-5.4348, -0.7371, -1.3548], [-5.0443, -1.7185, -2.2707], [-5.6182, -2.9861, -2.2009], [-6.6050, -3.2396, -1.2415], [-7.0157, -2.2463, -0.3460], [-6.4436, -0.9748, -0.4169], [-3.5176, 0.6605, -0.7860], [-3.3938, 0.3688, 0.5828], [-2.1783, 0.5727, 1.2210], [-0.9987, 0.9056, 0.5022], [0.2390, 1.2017, 1.2108], [1.5025, 0.8382, 0.6269], [2.6789, 1.6156, 0.8528], [3.8277, 1.4089, 0.0992], [3.8681, 0.3588, -0.8387], [5.0301, 0.1151, -1.5590], [5.3510, -1.1641, -2.0887], [5.4292, -1.3539, -3.4836], [5.7694, -2.6134, -3.9913], [6.1624, -3.6294, -3.1156], [6.1117, -3.4332, -1.7282], [5.6984, -2.2027, -1.2109], [5.9776, 1.1390, -1.8177], [7.1989, 1.1347, -1.1271], [8.1206, 2.1569, -1.3606], [7.8544, 3.1233, -2.3400], [6.6735, 3.0691, -3.0917], [5.7345, 2.0695, -2.8356], [2.7756, -0.5325, -0.9617], [1.6115, -0.3203, -0.2049], [-1.1370, 0.9850, -0.9314], [-2.3850, 0.9881, -1.5422], [-4.9481, 1.3358, -3.6943], [-5.5464, 2.1985, -4.6166], [-6.9710, 3.7915, -4.9072], [-7.4333, 4.0765, -2.4692], [-6.3612, 2.5056, -0.8215], [-4.2762, -1.4594, -3.0046], [-5.2952, -3.7579, -2.9004], [-7.0683, -4.2220, -1.2036], [-7.7830, -2.4516, 0.4039], [-6.7341, -0.1593, 0.2523], [-4.2929, 0.0117, 1.1069], [-2.1321, 0.3843, 2.2951], [0.2516, 2.1918, 1.7997], [2.6321, 2.4174, 1.5940], [4.7213, 2.0317, 0.2300], [5.1878, -0.5185, -4.1529], [5.7300, -2.7904, -5.0706], [6.5040, -4.5789, -3.5160], [6.3868, -4.2279, -1.0310], [5.6562, -2.0044, -0.1279], [7.4022, 0.3324, -0.4084], [9.0523, 2.1780, -0.7848], [8.5825, 3.9100, -2.5334], [6.4840, 3.7950, -3.8853], [4.8175, 1.9853, -3.4274], [2.8396, -1.3701, -1.6534], [0.7811, -1.0379, -0.2543], [-0.2695, 1.0826, -1.5916], [-2.5356, 1.1642, -2.6146], [-4.2557, 0.5530, -4.0045], [-5.3048, 2.1045, -5.6752], [-2.1814, -1.8911, 8.6702], [-1.8917, -1.8043, 7.1927], [-2.5785, -2.3540, 6.3326], [-0.7659, -1.0380, 6.9056], [-0.2961, -0.7158, 5.6197], [0.6573, 0.3111, 5.4286], [0.8776, 0.7899, 4.1204], [0.2610, 0.2763, 3.0307], [-0.5204, -0.8066, 3.2230], [-0.8247, -1.3145, 4.4774], [-2.4416, -0.9284, 9.1186], [-3.0372, -2.5447, 8.8027], [-1.3519, -2.3174, 9.2367], [-0.3587, -0.6135, 7.7169], [1.1909, 0.7447, 6.2714], [1.5550, 1.6352, 3.9932], [-1.0245, -1.2646, 2.3620], [-1.5514, -2.1076, 4.5344]], "atomic_forces_ev_per_a": [[0.0612, 0.0108, 0.0590], [0.0158, -0.0390, -0.1769], [0.2321, -0.1186, -0.1834], [-0.2204, 0.1738, -0.2643], [0.1797, 0.2589, 0.3596], [-0.2036, -0.3420, 0.1556], [-0.0556, -0.0554, 0.4027], [-0.1260, 0.2783, 0.0378], [0.0454, 0.0497, -0.0029], [0.0389, 0.0946, -0.2009], [0.3216, -0.1994, -0.1372], [-0.2429, -0.3413, -0.0021], [0.0352, 0.0936, -0.1927], [-0.0760, 0.0601, -0.2327], [-1.8833, -0.8243, -0.6045], [1.3599, 1.5512, 1.3193], [0.8387, -0.5457, -0.3163], [-0.4294, -0.1420, -0.7297], [-0.3374, 0.3200, 0.4580], [0.6078, -0.7267, -0.2068], [-0.8934, 0.1915, 0.2312], [0.4491, -0.8304, -0.6185], [-0.3783, -0.1832, 0.4413], [0.1448, 0.3177, 0.2429], [-0.2363, 0.1175, 0.2485], [-0.0851, 0.2471, -0.0679], [-0.1331, 0.2039, -0.1887], [0.8411, 0.4485, -0.2436], [-0.3056, 0.2910, -0.0331], [-0.0785, -0.1102, -0.1819], [-0.1255, -0.1354, 0.0414], [0.1424, -0.1338, 0.1811], [0.0708, 0.0062, 0.2955], [-0.9774, 0.2004, 0.8167], [0.8462, 0.5579, -0.3879], [0.4942, 0.4139, 0.6054], [-0.0779, -0.1921, 0.4215], [-0.2334, 0.4324, -0.0220], [-0.0352, -0.0656, 0.1674], [0.2289, -0.1215, 0.2319], [0.1604, -0.2479, -0.1703], [0.0487, 0.0536, -0.4088], [-0.2333, -0.2800, 0.2560], [-0.1973, 0.1408, 0.2291], [0.1003, 0.1391, 0.0541], [0.2241, 0.0015, -0.3106], [0.0385, -0.3664, -0.1954], [0.6148, 0.2963, -0.0939], [-0.1773, 0.5099, -0.5051], [-0.0654, -1.6089, -0.9831], [0.0941, -0.1160, -0.3181], [-0.4906, -0.2647, 0.0130], [0.0640, -0.4222, 0.2954], [0.2046, 0.0871, 0.4325], [-0.1372, 0.0752, 0.0799], [-0.0080, 0.1995, -0.3475], [0.0181, -0.2363, -0.5958], [-0.0985, 0.4015, -0.2240], [-0.3583, 0.0519, -0.3250], [-0.1817, -0.1818, 0.0511], [0.1172, -0.2078, 0.2830], [0.2820, 0.1233, 0.2914], [0.0199, 0.1345, 0.2592], [0.3439, 0.4649, -0.1685], [-0.1319, 0.2430, 0.5234], [0.4381, -0.1042, 0.5222], [-0.2330, 0.2363, -0.0538], [-0.1429, 0.0440, 0.2503], [-0.3773, -0.2340, 0.1946], [-0.8380, -0.7074, -0.9012], [1.0148, 0.8336, 1.3732], [0.0756, -0.2656, -0.9637], [-0.1107, 0.5691, 0.5304], [-0.2192, -0.1831, -0.9994], [-0.3663, -0.4890, 0.6122], [-0.4887, -0.5565, 0.4476], [0.2329, 0.1125, 0.3521], [-0.0565, 0.0294, -0.6616], [0.1511, 0.0547, -0.2196], [-0.0464, -0.0522, -0.0437], [0.1223, 0.0751, -0.1449], [0.4009, 0.2965, -0.0549], [-0.1643, 0.0714, -0.2298], [-0.2029, -0.1999, -0.2409], [0.5932, 0.2999, 0.2640], [0.1469, -0.0333, 0.1222]], "lowdin_charge": [-0.08, -0.07, -0.01, -0.23, -0.04, -0.23, -0.01, -0.07, -0.08, -0.07, -0.02, -0.19, 0.02, -0.04, -0.20, 0.00, -0.24, -0.01, 0.01, -0.18, -0.02, -0.24, 0.00, -0.07, -0.08, -0.07, -0.02, -0.25, -0.01, -0.07, -0.08, -0.07, -0.02, 0.02, 0.00, 0.00, 0.02, -0.03, -0.07, 0.11, 0.11, 0.12, 0.11, 0.11, 0.10, 0.11, 0.12, 0.12, 0.10, 0.17, 0.11, 0.12, 0.12, 0.11, 0.10, 0.11, 0.13, 0.12, 0.11, 0.11, 0.11, 0.12, 0.12, 0.13, 0.12, 0.12, 0.10, 0.11, 0.01, -0.46, 0.07, 0.13, -0.18, 0.03, -0.06, 0.05, -0.09, 0.03, 0.09, 0.09, 0.09, 0.14, 0.12, 0.12, 0.13, 0.11]}

no.,HOMO energy (Ha),E (Eh)
1,-0.26393,-3669.9269
2,-0.50331,-553.5680
3,-0.36966,-1992.9096